{
  "formula": "C36H100N8O10",
  "method": "ωB97M-V with the def2-TZVPD basis set",
  "elements": ["C", "C", "O", "H", "H", "H", "H", "H", "H", "C", "C", "O", "H", "H", "H", "H", "H", "H", "C", "C", "C", "O", "C", "N", "H", "H", "H", "H", "H", "H", "H", "H", "H", "H", "H", "C", "C", "C", "O", "C", "N", "H", "H", "H", "H", "H", "H", "H", "H", "H", "H", "H", "C", "C", "C", "O", "C", "N", "H", "H", "H", "H", "H", "H", "H", "H", "H", "H", "H", "C", "C", "C", "O", "C", "N", "H", "H", "H", "H", "H", "H", "H", "H", "H", "H", "H", "C", "C", "C", "O", "C", "N", "H", "H", "H", "H", "H", "H", "H", "H", "H", "H", "H", "C", "C", "C", "O", "C", "N", "H", "H", "H", "H", "H", "H", "H", "H", "H", "H", "H", "C", "C", "C", "O", "C", "N", "H", "H", "H", "H", "H", "H", "H", "H", "H", "H", "H", "C", "C", "C", "O", "C", "N", "H", "H", "H", "H", "H", "H", "H", "H", "H", "H", "H"],
  "positions_angstrom": [[-1.867036, 1.567044, -3.687237], [-2.604426, 1.809644, -5.039007], [-3.001836, 3.136594, -4.950597], [-1.595456, 0.511754, -3.713857], [-2.504736, 1.829454, -2.843097], [-0.963336, 2.162424, -3.557017], [-3.512236, 1.208514, -5.090287], [-1.978456, 1.629994, -5.913077], [-2.861506, 3.594334, -5.782687], [0.255804, -3.078846, 2.446653], [1.743024, -3.020496, 2.503913], [2.146324, -2.951586, 3.914443], [-0.016386, -3.956416, 3.033063], [-0.002176, -3.011986, 1.389733], [-0.247986, -2.271026, 2.977433], [2.142474, -2.062386, 2.171413], [2.207364, -3.927886, 2.117743], [3.037904, -3.298326, 3.994753], [-1.422766, -3.349566, -3.482127], [-2.035336, -4.672706, -3.223117], [-1.247406, -5.658056, -2.422067], [-2.067306, -6.754916, -2.134997], [-1.683256, -8.031986, -2.490007], [-3.383226, -4.443726, -2.666997], [-1.861466, -2.793196, -4.310427], [-0.400806, -3.537836, -3.811137], [-1.519206, -2.791376, -2.550877], [-2.180026, -5.041226, -4.238677], [-0.892846, -5.115446, -1.545737], [-0.371656, -5.985716, -2.982257], [-2.376896, -8.708286, -1.990437], [-0.686766, -8.252676, -2.107377], [-1.795996, -8.237166, -3.554577], [-3.657956, -5.279336, -2.170637], [-4.143236, -4.377496, -3.328887], [-4.391296, 1.770114, 2.975833], [-4.028436, 3.192344, 3.372333], [-3.074396, 3.936194, 2.415483], [-1.749266, 3.389234, 2.474403], [-0.823236, 3.994094, 1.507163], [-5.199686, 4.055304, 3.674653], [-4.906926, 1.759424, 2.015563], [-5.115816, 1.224694, 3.580553], [-3.512466, 1.127094, 2.928113], [-3.464256, 3.022204, 4.289313], [-2.895826, 4.949204, 2.776063], [-3.606246, 4.002534, 1.466363], [-1.008196, 3.684234, 0.478623], [0.199334, 3.764814, 1.806973], [-0.906516, 5.080894, 1.512953], [-4.760606, 4.775744, 4.229873], [-5.779856, 3.522614, 4.306913], [5.378844, -2.950216, -2.768177], [5.253034, -3.541296, -1.315487], [6.581574, -3.945806, -0.539997], [7.103914, -5.255576, -0.974627], [8.220644, -5.727556, -0.253527], [4.667074, -2.510406, -0.478967], [4.407614, -2.965196, -3.262737], [6.069614, -3.645816, -3.244687], [5.817984, -1.952706, -2.783507], [4.526724, -4.337466, -1.152167], [6.394964, -4.133386, 0.517403], [7.268584, -3.115156, -0.701687], [8.268444, -6.791886, -0.483757], [8.103044, -5.989546, 0.797963], [9.164024, -5.217276, -0.447847], [4.973164, -1.552126, -0.569127], [4.869654, -2.703036, 0.491573], [-4.729836, -1.287076, 1.027263], [-6.184956, -0.743186, 0.716433], [-6.454316, -0.446616, -0.741217], [-5.812186, 0.677574, -1.100597], [-5.756896, 1.006584, -2.503127], [-7.015686, -1.966486, 1.047453], [-3.979396, -0.520916, 0.832473], [-4.508026, -2.062546, 0.294083], [-4.600556, -1.697686, 2.028653], [-6.389486, 0.203094, 1.217243], [-7.511486, -0.222986, -0.884307], [-6.204056, -1.331726, -1.326057], [-6.743586, 1.299494, -2.861957], [-5.317926, 0.191994, -3.079187], [-5.026636, 1.806974, -2.622267], [-6.626176, -2.705646, 0.479973], [-6.791216, -2.281626, 1.980403], [2.470294, 0.047754, -0.887937], [1.440944, -1.022486, -0.708907], [0.111684, -0.459906, -1.113307], [-0.314226, 0.542964, -0.308497], [-0.600526, 0.277734, 1.059563], [1.883284, -2.118036, -1.537927], [2.114414, 1.060204, -0.697177], [2.760994, 0.163214, -1.932097], [3.316354, -0.142246, -0.227487], [1.317634, -1.404326, 0.304543], [-0.572816, -1.307976, -1.094907], [0.031334, -0.145806, -2.153977], [0.249184, -0.140426, 1.599233], [-1.459476, -0.335256, 1.332573], [-0.688756, 1.279654, 1.479663], [2.798464, -2.445506, -1.263487], [1.986214, -1.671026, -2.437757], [-2.177116, -1.403696, 8.120003], [-1.185846, -0.262316, 7.884043], [-1.007416, -0.057766, 6.347673], [-0.220486, 1.131094, 6.037463], [0.004424, 1.440234, 4.633813], [-1.596216, 1.038224, 8.506253], [-1.788116, -2.328776, 7.694543], [-3.220826, -1.194266, 7.885663], [-2.186906, -1.648786, 9.182053], [-0.212696, -0.541666, 8.287833], [-2.005436, -0.013446, 5.911683], [-0.654286, -0.915966, 5.775933], [0.633844, 2.301614, 4.410293], [-0.856766, 1.353024, 3.971363], [0.492074, 0.564374, 4.205833], [-2.541836, 1.217934, 8.200313], [-1.027036, 1.803564, 8.174013], [4.425634, 7.663794, 1.528843], [3.762874, 6.252934, 1.135043], [3.694274, 5.170634, 2.230793], [3.353514, 4.000354, 1.559843], [3.005874, 2.891944, 2.445563], [2.449534, 6.524524, 0.605583], [3.865194, 8.125874, 2.341553], [4.424904, 8.440614, 0.764223], [5.405754, 7.684984, 2.005293], [4.491094, 5.769384, 0.483903], [3.051424, 5.374504, 3.087113], [4.683044, 5.053334, 2.674283], [2.697284, 2.015284, 1.876043], [2.237974, 3.127814, 3.182313], [3.910294, 2.614204, 2.986833], [1.859024, 6.645534, 1.415993], [2.161204, 5.589454, 0.355363], [1.266794, 3.689514, -4.125457], [1.775044, 2.287474, -4.587817], [1.699714, 2.009414, -6.135387], [2.253604, 0.707264, -6.412777], [1.935404, 0.225274, -7.723517], [3.170564, 2.301324, -4.148377], [1.283444, 3.747594, -3.037137], [0.220624, 3.716534, -4.430247], [1.831854, 4.542434, -4.501397], [1.377244, 1.408354, -4.080867], [2.192074, 2.819014, -6.674107], [0.640154, 1.997594, -6.390947], [2.294234, 0.752674, -8.607357], [0.851294, 0.222234, -7.836637], [2.219554, -0.820626, -7.839557], [3.717754, 1.847554, -4.865857], [3.453464, 3.263764, -4.030967]],
  "forces_ev_per_angstrom": [[-0.2, -0.7, -1.1], [0.5, 0.0, 1.7], [-0.4, 1.7, -0.5], [0.1, -0.2, 0.6], [-0.2, -0.3, -0.1], [0.0, 0.0, -0.4], [0.1, -0.5, -0.1], [0.1, -0.2, 0.0], [-0.2, 0.0, 0.0], [0.1, 0.1, 0.4], [1.1, 0.8, 2.6], [-0.5, -0.3, -0.3], [-0.5, -0.4, -0.8], [-0.7, -0.6, 0.1], [0.4, 0.4, -0.1], [0.1, -0.2, -1.2], [0.0, 0.3, -0.7], [0.0, 0.0, 0.1], [1.1, 0.5, 0.3], [-2.6, 0.2, -2.3], [0.3, 0.0, -0.4], [-0.8, 1.1, 0.9], [0.1, -0.9, 0.2], [0.0, -0.5, 1.1], [-0.4, -0.1, 0.2], [0.5, 0.4, 0.3], [0.4, 0.5, -0.1], [0.1, -0.9, -0.2], [0.0, -0.4, 0.7], [0.2, 0.1, -0.1], [0.0, 0.0, 0.1], [0.2, -0.2, -0.3], [0.4, 0.1, -0.2], [0.1, -0.2, 0.4], [0.4, 0.4, -0.7], [-0.6, -0.1, -1.2], [0.6, -0.6, 1.1], [-0.1, 0.2, 1.0], [0.5, -0.2, -1.7], [-1.0, 0.0, 0.9], [1.1, -0.6, -0.6], [0.3, 0.1, -0.5], [0.1, 0.5, 0.8], [0.1, 0.2, -0.2], [0.4, 0.3, 0.3], [-0.7, 0.4, 0.1], [0.6, -0.3, -0.6], [-0.1, -0.4, 0.0], [-0.1, -0.3, 0.1], [-0.2, 0.2, 0.2], [-0.5, 0.5, 0.2], [-0.3, 0.0, 0.1], [0.5, -1.8, 1.4], [1.0, 0.7, 0.8], [-0.1, -1.9, -1.5], [-0.6, 1.9, 0.1], [-0.1, -1.7, 0.0], [-1.2, 1.1, 0.9], [0.1, 0.0, -0.1], [-0.2, 0.2, -0.6], [-0.1, 0.0, 0.2], [0.3, -0.6, -1.0], [-0.4, 0.7, 0.2], [0.5, -0.1, 0.2], [0.6, 0.0, -1.2], [-0.6, 1.5, 0.8], [-0.1, 0.1, 0.0], [0.5, 0.0, -0.8], [-0.4, -0.3, 0.4], [-0.2, 1.5, -1.3], [1.1, -2.6, 0.5], [-1.4, -1.2, 0.3], [2.6, 2.5, -1.4], [0.4, -0.3, 1.1], [-0.6, 1.4, 0.0], [0.2, 0.2, 0.3], [-0.1, -0.3, 0.0], [-0.3, 0.2, 0.0], [-0.4, -0.5, 0.7], [-0.6, -0.7, 0.2], [0.2, -0.2, -0.4], [0.0, 0.0, -0.2], [-0.4, -0.4, -0.1], [-0.4, 0.3, 0.2], [-0.1, -0.1, -0.4], [-0.1, 0.2, 0.3], [1.4, 1.3, 0.0], [-0.7, -1.5, 0.8], [-1.8, -1.4, -1.0], [-0.4, 0.9, 0.5], [0.8, 0.9, 0.7], [-0.1, 2.8, -0.1], [-0.7, -0.2, 0.5], [0.5, -0.3, -0.2], [0.2, 0.0, -0.4], [0.5, 0.2, 0.1], [-0.4, -0.3, 0.3], [0.6, 0.4, -0.1], [0.3, -0.3, -0.2], [-0.3, 0.0, -0.8], [-0.5, -0.1, 0.1], [1.2, -1.5, 1.0], [-0.3, -0.7, -1.2], [0.6, 0.1, 1.2], [0.3, 1.3, -1.2], [-0.1, 0.6, -0.8], [-0.4, 0.3, -0.4], [-0.3, -2.7, 0.3], [-0.1, -1.5, 0.0], [-0.3, 0.1, -0.6], [0.2, 0.0, -0.5], [0.0, 0.3, 0.2], [0.0, 0.0, 0.2], [-0.5, 0.8, 0.0], [1.0, -0.4, 0.4], [-0.5, 0.1, 0.8], [-0.9, 1.1, 0.6], [1.1, -0.3, 0.1], [-0.2, 0.2, 0.0], [0.2, -0.1, -0.2], [-0.7, -0.6, 1.2], [2.0, 1.8, 1.7], [1.3, 1.0, 0.5], [-1.5, -2.1, 0.3], [1.1, 0.8, -0.4], [-0.1, -1.0, -0.6], [-0.7, -0.1, 0.1], [-0.1, -0.6, -0.5], [0.4, -0.8, -0.5], [-0.6, 0.2, -1.0], [-0.6, 0.3, -0.1], [0.4, 0.0, 0.1], [-0.1, 0.3, -0.3], [-0.1, 0.3, -0.1], [0.1, -0.1, 0.2], [-0.2, 0.7, 0.3], [-0.5, -0.3, -0.8], [-1.5, -1.7, -0.3], [1.8, 0.9, -0.6], [-0.6, -0.3, 1.3], [0.2, 0.7, -0.5], [-1.0, -0.4, 0.2], [0.5, -0.5, 0.0], [0.1, -0.1, 0.0], [-0.1, 0.7, 0.0], [0.0, -0.3, -0.4], [-1.0, 0.3, 0.0], [0.2, -0.1, -0.2], [-0.2, 0.0, -0.3], [0.6, 0.6, 0.4], [-0.3, 0.1, 0.0], [0.4, 0.1, 0.4], [0.5, 0.0, 0.1], [0.5, -0.1, -0.2]],
  "spin_multiplicity": 2,
  "s_squared": 0.755,
  "lumo_ev": [-2.3, -7.6],
  "total_charge": 1,
  "relative_energy_kcal_mol": 68.4
}